A gas-phase ion, C4H4IN2O2 (charge -1). Source: OMol25; level of theory: the ωB97M-V functional and the def2-TZVPD basis.

Geometry as ORCA input:
```
! RIJCOSX wB97M-V def2-TZVPD def2/J DEFGRID3
* xyz -1 1
I -3.30353 0.17983 -0.47912
O 0.86775 -1.86756 -0.75456
O -0.76944 2.11035 1.43405
N -1.82771 -0.60433 1.00078
N -1.03787 -1.53218 0.39091
C 0.11789 -1.12341 -0.13494
C 1.56744 0.83694 -0.55932
C -0.45576 1.07199 0.84243
C 0.33983 0.29218 0.13461
H -1.26340 -2.50053 0.33915
H 2.34892 1.18504 0.14330
H 1.94861 0.10266 -1.25397
H 1.46729 1.84901 -1.10333
*
```

## Properties
energy: -712.50283 Ha
SMILES: CC(=C=O)C(=O)N[N-]I
orbital gap: 7.472 eV
energy above the lowest of the compared OMol25 structures with the same formula, charge and spin: 19.3 kcal per mole

***

C17H15FN2O4 in the gas phase. Source: OMol25; level of theory: the ωB97M-V functional and the def2-TZVPD basis.

Geometry as ORCA input:
```
! RIJCOSX wB97M-V def2-TZVPD def2/J DEFGRID3
* xyz 0 1
F -1.48125 -6.75006 -5.34111
O 0.01017 8.20477 2.97461
O -0.13436 -1.41604 2.14394
O 1.02710 -3.50478 -1.72398
O -1.80725 7.52664 3.89977
N -0.77956 7.33799 3.28445
N 0.93745 -0.51023 0.37192
C 0.10673 3.37799 2.12821
C -0.26384 0.92583 1.88399
C 0.45814 2.03433 1.69724
C -1.06177 3.66812 2.84194
C -0.47498 5.98644 2.89084
C 0.69391 5.72466 2.18554
C 0.33197 -4.26307 -2.61643
C -1.35334 4.95993 3.22172
C 0.16589 -0.43899 1.48953
C 0.40828 -2.36876 -1.16583
C -0.95667 -3.98916 -3.06218
C 0.39967 -6.22628 -4.01506
C 1.00238 -5.38828 -3.10181
C -1.56694 -4.82911 -3.97967
C -0.88405 -5.93413 -4.44461
C 1.39275 -1.77421 -0.15011
C 0.97629 4.42898 1.81124
H 1.88383 4.22006 1.26436
H 1.49341 -2.46322 0.69094
H -1.19195 0.93623 2.43577
H 1.02157 0.29883 -0.22163
H 0.90842 -7.09769 -4.39483
H 1.41370 1.96392 1.19094
H 1.35880 6.53998 1.94478
H 1.99986 -5.58415 -2.74324
H -1.74421 2.87663 3.10505
H 0.18537 -1.62838 -1.94971
H -0.52458 -2.63853 -0.65443
H 2.36582 -1.64429 -0.62864
H -1.49963 -3.12899 -2.70502
H -2.25100 5.19455 3.77319
H -2.56617 -4.62754 -4.33166
*
```

## Properties
energy: -1167.05314 Ha
SMILES: O=C(/C=C/c1ccc([N+](=O)[O-])cc1)NCCOc1ccc(F)cc1
orbital gap: 7.499 eV
energy above the lowest of the compared OMol25 structures with the same formula, charge and spin: 104.2 kcal per mole

***

A molecular structure, C12H28ClN4O4Zn. Source: OMol25; level of theory: the ωB97M-V functional and the def2-TZVPD basis.

Geometry as ORCA input:
```
! RIJCOSX wB97M-V def2-TZVPD def2/J DEFGRID3
* xyz 1 1
Zn -0.30320 2.87599 1.54687
Cl 0.44755 0.71326 0.72869
O -2.32339 2.65908 1.06340
O 5.45556 -1.74820 0.87281
O 2.56821 0.43464 -4.51949
O -2.86804 -3.47359 0.69607
N 3.19438 -1.48683 0.63422
N 1.95566 1.21651 -2.49465
N -4.54749 2.74195 0.77433
N -1.60218 -1.87506 1.65191
C -3.37014 2.18338 0.63474
C -3.26367 0.85741 -0.03355
C -1.90772 -2.67904 0.64941
C 4.41253 -1.09280 1.06711
C 1.19313 -0.96528 -3.14845
C -1.06197 -2.66957 -0.62129
C 1.90609 0.32084 -3.48165
C -2.19736 -1.94804 3.05182
C 2.73297 2.45314 -2.57814
C -4.85712 4.02378 1.44850
C 4.46884 0.20410 1.82136
C 2.84802 -2.60377 -0.23007
H -5.33401 2.28121 0.33936
H 2.53672 -0.72491 0.71815
H -4.00109 4.61055 1.78168
H 2.86102 -3.53219 0.34086
H -1.42118 -1.81540 -1.19528
H -0.88517 -1.21525 1.38613
H -2.23355 0.70111 -0.35371
H -5.47058 4.77829 0.95609
H 2.14419 3.36084 -2.71044
H 1.82962 -1.84780 -3.08416
H 3.94063 0.10937 2.77011
H 0.63078 -0.89268 -2.21754
H -2.46196 -0.93992 3.37082
H 5.49503 0.52643 1.99776
H -1.33878 -2.21224 3.66919
H 3.21600 2.50001 -1.60214
H -3.90996 0.78854 -0.90858
H 3.58420 2.41672 -3.25799
H 0.41629 -1.11176 -3.89891
H -3.07924 -2.57293 3.19289
H 3.58931 -2.57113 -1.02852
H -0.00035 -2.68443 -0.37458
H -5.45926 3.80324 2.32992
H 1.88673 -2.49944 -0.73321
H -3.51178 0.12260 0.73234
H 1.45411 1.07095 -1.63015
H -1.31044 -3.49515 -1.28822
H 3.95205 0.90349 1.16418
*
```

## Properties
energy: -3233.27951 Ha
orbital gap: 3.339 eV
energy above the lowest of the compared OMol25 structures with the same formula, charge and spin: 123.9 kcal per mole

***

2 unconnected molecules or ions with the total composition C3H5ClO2S. Source: OMol25; level of theory: the ωB97M-V functional and the def2-TZVPD basis.

Geometry as ORCA input:
```
! RIJCOSX wB97M-V def2-TZVPD def2/J DEFGRID3
* xyz 0 1
Cl -2.49661 1.20247 0.21891
S 2.43693 -0.00635 -0.20402
O 2.46741 -1.46242 -0.08318
O 2.18637 0.63146 1.05748
C -0.08549 -0.03076 -0.42762
C -0.53997 -1.20324 0.23208
C -0.84764 1.27006 -0.57603
H -0.07016 -2.09593 0.15572
H 0.00031 -0.78660 1.07313
H -1.16727 1.47519 -1.67519
H -0.22527 2.16667 -0.24308
H -1.65861 -1.16054 0.47179
*
```

## Properties
energy: -1126.01955 Ha
orbital gap: 8.386 eV
energy above the lowest of the compared OMol25 structures with the same formula, charge and spin: 84.7 kcal per mole

***

A gas-phase ion, CHN4OS (charge +1). Source: OMol25; level of theory: the ωB97M-V functional and the def2-TZVPD basis.

Geometry as ORCA input:
```
! RIJCOSX wB97M-V def2-TZVPD def2/J DEFGRID3
* xyz 1 1
S -1.00476 -1.03694 1.80681
O -1.77552 1.32270 0.15523
N 0.94765 -0.65347 -0.12236
N 1.04975 0.25044 -1.12675
N 0.05851 0.99567 -1.18898
N -0.78122 0.74580 -0.18510
C -0.22026 -0.38306 0.57312
H 1.72585 -1.24114 0.08803
*
```

## Properties
energy: -730.67894 Ha
SMILES: O=[N+]1N=NNC1=S
orbital gap (spin up / spin down): 6.585 / 6.603 eV
energy above the lowest of the compared OMol25 structures with the same formula, charge and spin: 0.0 kcal per mole

***

A molecular structure, HO3SSn. Source: OMol25; level of theory: the ωB97M-V functional and the def2-TZVPD basis.

Geometry as ORCA input:
```
! RIJCOSX wB97M-V def2-TZVPD def2/J DEFGRID3
* xyz 0 2
Sn -0.67562 0.01216 -0.71124
S 1.22103 -1.41583 0.26883
O -0.54896 1.71144 0.04401
O 1.12095 -0.78467 -1.14971
O -0.29407 -1.46070 0.61588
H -0.82333 1.93760 0.93223
*
```

## Properties
energy: -838.75058 Ha
orbital gap (spin up / spin down): 8.384 / 6.309 eV
energy above the lowest of the compared OMol25 structures with the same formula, charge and spin: 0.0 kcal per mole

***

Please write out number 4 again, unchanged.
2 unconnected molecules or ions with the total composition C3H5ClO2S. Source: OMol25; level of theory: the ωB97M-V functional and the def2-TZVPD basis.

Geometry as ORCA input:
```
! RIJCOSX wB97M-V def2-TZVPD def2/J DEFGRID3
* xyz 0 1
Cl -2.49661 1.20247 0.21891
S 2.43693 -0.00635 -0.20402
O 2.46741 -1.46242 -0.08318
O 2.18637 0.63146 1.05748
C -0.08549 -0.03076 -0.42762
C -0.53997 -1.20324 0.23208
C -0.84764 1.27006 -0.57603
H -0.07016 -2.09593 0.15572
H 0.00031 -0.78660 1.07313
H -1.16727 1.47519 -1.67519
H -0.22527 2.16667 -0.24308
H -1.65861 -1.16054 0.47179
*
```

## Properties
energy: -1126.01955 Ha
orbital gap: 8.386 eV
energy above the lowest of the compared OMol25 structures with the same formula, charge and spin: 84.7 kcal per mole

***

Question: Which value of energy above the lowest of the compared OMol25 structures with the same formula, charge and spin does entry 6 give?
Answer: 0.0 kcal per mole

***

Question: energy above the lowest of the compared OMol25 structures with the same formula, charge and spin of number 4 (C3H5ClO2S)?
Answer: 84.7 kcal per mole